1.
Below is a cluster of 17 separate species, C23H81IN34O16P in total, with properties calculated with ωB97M-V with the def2-TZVPD basis set.

* charge: +1
* orbital gap: 7.7 eV
* E_tot: -4630.014598 Ha

Geometry (Å):
I  4.616  4.027  0.082
P  3.894  1.071  0.121
O  3.068  1.071  4.924
O  -5.337  0.812  6.895
O  3.810  -0.413  -5.422
O  -10.038  -0.785  7.958
O  -6.996  -3.456  -3.782
O  8.052  1.763  -6.919
O  -3.125  -0.266  -5.612
O  3.249  -5.844  -7.151
O  -2.787  4.391  3.421
O  3.992  -3.396  -2.051
O  -2.630  -4.745  -2.296
O  -12.670  0.579  12.099
O  -3.320  0.713  2.140
O  12.316  -3.124  0.308
O  -0.012  0.936  -1.810
O  -5.210  2.913  -4.396
N  6.043  -0.066  -5.668
N  -5.587  -4.317  -2.233
N  -11.377  2.131  13.129
N  -11.381  1.944  10.834
N  -5.385  4.271  -6.200
N  4.422  -4.484  -8.537
N  -1.749  1.053  -0.348
N  -1.807  -2.650  -2.381
N  9.294  2.498  -8.663
N  4.602  1.712  -5.510
N  10.941  -1.467  -0.392
N  2.466  -3.014  -3.678
N  4.571  -4.246  -6.251
N  4.428  2.589  5.913
N  -12.070  -0.463  8.912
N  -6.487  -1.070  7.440
N  -1.806  -0.012  3.668
N  -3.965  0.466  4.299
N  -3.080  3.244  5.354
N  -2.143  0.850  -2.593
N  4.343  2.412  3.616
N  -2.447  5.457  5.394
N  7.838  1.418  -1.502
N  -7.318  0.989  7.987
N  10.317  1.767  -6.742
N  3.335  -5.121  -3.375
N  -5.585  5.124  -4.074
N  -11.367  0.885  7.188
N  10.327  -2.845  1.353
N  -5.099  -0.123  -4.498
N  5.672  1.207  0.472
N  -4.238  -2.170  -5.068
N  -7.720  -3.687  -1.642
N  -0.386  -4.440  -2.541
C  -4.092  -0.817  -5.094
C  -2.773  4.363  4.642
C  4.032  -4.917  -7.305
C  4.757  0.357  -5.526
C  11.265  -2.520  0.417
C  3.192  -0.515  0.896
C  6.488  0.006  0.082
C  3.306  -3.818  -2.977
C  3.892  1.965  4.829
C  -6.781  -3.801  -2.624
C  -6.318  0.277  7.409
C  3.617  0.926  -1.732
C  -1.227  0.948  -1.596
C  2.416  -1.411  -0.116
C  7.147  0.114  -1.327
C  6.779  2.449  -1.481
C  -1.667  -3.998  -2.397
C  -3.048  0.408  3.293
C  -11.861  1.493  12.027
C  9.153  1.995  -7.410
C  -11.092  -0.162  8.017
C  -5.383  4.032  -4.860
C  6.217  2.521  -0.047
H  -2.216  6.298  4.901
H  -5.023  -2.643  -4.648
H  9.457  -2.363  1.462
H  4.116  2.284  6.816
H  -5.589  4.980  -3.081
H  1.898  -3.328  -4.445
H  -2.733  1.060  -0.149
H  10.248  1.394  -5.815
H  6.400  -0.064  -2.123
H  -11.899  -1.229  9.539
H  -10.719  2.690  10.742
H  7.263  3.420  -1.694
H  -11.723  1.489  10.007
H  -5.524  5.176  -6.604
H  2.779  -5.491  -4.129
H  -1.562  -0.264  4.607
H  2.255  -2.390  0.377
H  10.085  -0.952  -0.322
H  10.536  -3.614  1.962
H  -5.376  -4.600  -1.296
H  4.291  -4.552  -5.338
H  8.281  1.405  -2.415
H  4.062  0.018  -2.177
H  6.025  2.232  -2.260
H  2.498  0.854  -1.853
H  -10.715  2.882  13.093
H  5.364  2.359  -5.601
H  3.669  2.066  -5.411
H  -12.221  1.408  7.214
H  -5.032  0.884  -4.492
H  3.895  1.849  -2.271
H  0.406  -3.827  -2.627
H  -1.107  1.128  0.415
H  8.455  2.676  -9.183
H  2.425  -2.047  -3.408
H  3.959  1.975  2.795
H  11.224  1.949  -7.126
H  6.978  2.842  0.685
H  5.725  1.267  1.495
H  -2.429  5.460  6.395
H  11.611  -1.204  -1.090
H  -0.240  -5.432  -2.561
H  5.017  3.146  3.507
H  -2.738  -2.289  -2.276
H  1.410  -0.994  -0.302
H  7.338  -0.036  0.800
H  7.955  -0.641  -1.335
H  6.831  0.557  -5.759
H  2.966  -1.611  -1.043
H  10.180  2.695  -9.088
H  5.104  3.326  5.856
H  3.948  -5.739  -2.876
H  2.469  -0.146  1.650
H  -7.286  -1.521  7.852
H  5.060  -3.727  -8.685
H  -7.567  -3.960  -0.691
H  -4.890  0.772  4.059
H  6.199  -1.055  -5.688
H  -10.665  1.133  6.514
H  -8.611  -3.308  -1.902
H  -1.794  0.772  -3.534
H  -3.135  0.851  -2.443
H  -12.941  0.031  8.977
H  -3.771  0.220  5.254
H  -7.234  1.988  7.982
H  -5.895  -0.560  -4.070
H  -3.329  2.413  4.835
H  -1.105  -0.066  2.955
H  5.211  -3.482  -6.339
H  -8.129  0.565  8.409
H  3.967  -1.064  1.470
H  -1.042  -2.006  -2.468
H  -11.712  1.820  14.022
H  4.039  -4.960  -9.332
H  -5.237  3.484  -6.806
H  -3.074  3.203  6.355
H  -4.876  -4.413  -2.936
H  5.951  -0.947  0.221
H  -5.728  6.049  -4.431
H  -5.772  -1.634  7.023
H  -3.514  -2.716  -5.497

These are the Löwdin partial charges, in e, on atoms 1 to 99: 0.90, 0.88, 0.03, -0.01, 0.00, 0.01, 0.00, -0.01, -0.01, 0.02, 0.02, 0.00, 0.01, 0.02, 0.02, 0.04, -0.03, 0.01, 0.16, 0.16, 0.15, 0.15, 0.16, 0.15, 0.17, 0.17, 0.16, 0.16, 0.15, 0.17, 0.16, 0.16, 0.16, 0.17, 0.16, 0.14, 0.16, 0.18, 0.14, 0.14, -0.06, 0.16, 0.16, 0.16, 0.15, 0.16, 0.15, 0.17, -0.30, 0.17, 0.15, 0.16, -0.70, -0.69, -0.68, -0.69, -0.69, -0.36, -0.13, -0.69, -0.68, -0.68, -0.67, -0.24, -0.69, -0.15, -0.18, -0.26, -0.68, -0.68, -0.69, -0.66, -0.69, -0.67, -0.63, 0.10, 0.06, 0.08, 0.11, 0.11, 0.11, 0.08, 0.10, 0.11, 0.12, 0.09, 0.13, 0.05, 0.10, 0.10, 0.10, 0.09, 0.06, 0.11, 0.10, 0.05, 0.11, 0.04, 0.10

=====

2.
Below is a structure of composition C24H11FO14V, with properties calculated with ωB97M-V with the def2-TZVPD basis set.

* energy above the lowest of the compared OMol25 structures with the same formula, charge and spin: 81.7 kcal/mol
* charge: -5
* orbital gap: 1.8 eV
* E_tot: -3017.698290 Ha

Geometry (Å):
V  0.258  4.515  -0.023
F  2.345  -4.129  -7.464
O  -0.904  5.548  0.074
O  -5.377  2.964  5.960
O  7.214  -2.404  -2.428
O  -7.085  -1.530  2.009
O  -0.890  2.660  4.527
O  1.129  4.787  -1.287
O  4.369  -1.649  1.094
O  -2.788  1.054  -0.076
O  4.420  1.090  0.627
O  -5.172  0.175  6.969
O  7.629  0.506  -2.784
O  -2.671  -1.588  1.142
O  -0.663  0.206  5.748
O  -7.163  1.443  0.996
C  -3.807  0.493  0.295
C  6.137  0.866  -1.070
C  2.490  -0.734  -6.226
C  -5.139  1.178  0.324
C  -4.202  0.865  6.454
C  -6.111  -0.848  1.468
C  -4.289  2.220  5.862
C  5.181  -1.176  0.263
C  -3.003  0.194  6.382
C  6.653  -1.512  -1.702
C  1.845  -0.847  -5.041
C  2.216  -3.123  -6.575
C  1.471  -3.206  -5.409
C  -4.955  -1.525  1.541
C  -3.772  -0.979  0.991
C  6.836  -0.007  -1.883
C  6.041  -2.024  -0.600
C  -3.256  2.830  5.223
C  1.220  -2.056  -4.666
C  -1.939  2.221  5.098
C  2.736  -1.890  -6.971
C  -1.816  0.770  5.758
C  -6.256  0.580  0.821
C  5.214  0.394  0.003
H  5.892  -3.094  -0.566
H  -3.244  3.882  4.978
H  -2.925  -0.833  6.706
H  0.681  -2.221  -3.745
H  2.998  0.213  -6.324
H  1.089  -4.145  -5.036
H  1.671  0.037  -4.445
H  6.251  1.939  -1.053
H  3.345  -1.777  -7.856
H  -4.913  -2.521  1.956
H  -4.994  2.186  -0.037

Formally, the Löwdin partial charges of the atoms, in units of the elementary charge, are as follows: 0.89, 0.03, -0.52, -0.11, -0.15, -0.12, -0.04, -0.52, -0.06, 0.01, -0.03, -0.10, -0.18, -0.03, -0.05, -0.06, -0.32, -0.05, -0.10, 0.01, -0.40, -0.35, -0.37, -0.35, 0.00, -0.45, -0.08, -0.29, -0.03, -0.03, -0.32, -0.42, -0.06, 0.00, -0.04, -0.31, -0.03, -0.31, -0.38, -0.38, 0.07, 0.10, 0.10, 0.11, 0.11, 0.11, 0.11, 0.07, 0.10, 0.11, 0.10